# 1
The following is a quantum chemistry calculation of a 2-piece molecular cluster, C18H27N5O4 overall at a distorted geometry, from the Open Molecules 2025 dataset.

SMILES = CNC(=O)[C@@H](NC(C)=O)C(C)C.CCn1cc(NC(=O)c2ccoc2)cn1
Kohn-Sham gap = 8.74 eV
Strongest force on any atom = 1.79 eV Å⁻¹
Energy relative to the best compared isomer or geometry (same formula, charge and spin) = 0.0 kJ/mol

```
! RIJCOSX wB97M-V def2-TZVPD def2/J DEFGRID3
* xyz 0 1
O -1.50 -0.87 -0.05
O -0.41 1.36 4.10
O -3.57 -4.74 -1.23
O 1.78 1.71 0.52
N -0.03 0.16 2.24
N -1.64 -1.02 -2.33
N -0.20 1.82 -3.92
N 0.07 2.20 -2.64
N 2.73 2.31 2.42
C -3.03 -3.61 -1.80
C 1.44 0.17 2.32
C -3.38 -4.63 0.12
C -0.39 1.23 -1.87
C 2.05 -1.07 1.64
C 3.06 2.21 3.84
C -2.30 0.77 2.78
C 1.99 1.46 1.70
C 1.57 -2.36 2.32
C 0.17 2.62 -5.09
C -0.83 0.79 3.10
C -1.85 -1.49 -1.04
C -2.51 -2.78 -0.84
C -0.97 3.55 -5.49
C 3.58 -1.05 1.70
C -1.00 0.18 -2.68
C -2.75 -3.45 0.42
C -0.85 0.60 -3.97
H 0.43 1.96 -5.92
H -3.69 -5.37 0.86
H -2.47 -3.10 1.41
H -2.46 1.24 1.82
H 1.06 3.22 -4.85
H -0.33 1.23 -0.79
H -1.22 4.22 -4.67
H -2.84 1.32 3.56
H 3.67 1.33 4.03
H -1.96 -1.61 -3.08
H -3.03 -3.40 -2.86
H 2.03 -3.23 1.85
H 0.49 -2.46 2.23
H -1.86 2.96 -5.75
H -0.68 4.15 -6.36
H 3.98 -1.96 1.25
H 1.83 -2.35 3.38
H 3.97 -0.20 1.13
H 3.61 3.10 4.16
H 1.74 -1.10 0.60
H 1.71 0.13 3.38
H -0.46 -0.25 1.41
H -1.18 0.08 -4.87
H 3.92 -0.98 2.73
H 3.05 3.12 1.92
H -2.65 -0.26 2.75
H 2.14 2.15 4.43
*
```

***

# 2
The following is a quantum chemistry calculation of C7H13NO3 as an isolated structure at a distorted geometry, from the Open Molecules 2025 dataset.

Kohn-Sham gap = 8.69 eV
Strongest force on any atom = 8.29 eV Å⁻¹
Energy relative to the best compared isomer or geometry (same formula, charge and spin) = 995.3 kJ/mol

```
! RIJCOSX wB97M-V def2-TZVPD def2/J DEFGRID3
* xyz 0 1
O -2.81 1.45 0.10
O 0.58 -1.37 0.29
O -3.84 -0.42 -0.53
N 1.61 1.28 -0.04
C -2.84 0.19 -0.04
C 2.01 -1.25 -0.22
C -0.29 -0.45 -0.10
C 0.19 0.95 0.29
C -1.70 -0.71 0.38
C 2.52 0.11 0.22
C 3.84 0.44 -0.24
H 1.78 1.24 -0.99
H 2.26 -1.06 -1.12
H -1.77 -1.98 0.55
H 2.86 -1.99 0.38
H 2.50 -0.06 1.29
H -3.69 -1.64 -0.75
H 4.13 0.59 -1.55
H -0.13 -0.48 -1.19
H 0.00 1.00 1.33
H -0.52 2.10 -0.10
H -1.43 -0.46 1.84
H 4.57 -0.71 -0.03
H 4.32 1.51 -0.04
*
```

***

# 3
The following is a quantum chemistry calculation of C43H35N3O6S3Tc as an isolated structure at a distorted geometry, from the Open Molecules 2025 dataset.

⟨S²⟩ = 3.789
Kohn-Sham gap (spin up / spin down) = 4.43 / 5.05 eV
Strongest force on any atom = 3.27 eV Å⁻¹

```
! RIJCOSX wB97M-V def2-TZVPD def2/J DEFGRID3
* xyz 2 4
Tc -1.20 2.38 -1.36
S -4.11 -0.05 -2.75
S 1.77 1.40 -1.04
S -0.34 -0.16 -0.04
O -1.89 5.35 -3.89
O 0.73 2.59 -0.85
O -4.22 0.80 0.91
O -2.26 1.74 0.39
O -0.80 0.30 -1.48
O -1.02 3.45 -2.94
N -5.77 -0.90 -0.85
N -3.08 2.97 -1.60
N -6.66 -0.82 -2.98
C -5.59 -0.55 -2.15
C 2.05 -1.49 4.71
C 7.61 2.39 -1.77
C 4.29 -3.71 -1.39
C -2.83 -3.32 0.84
C -3.30 3.86 -2.59
C -6.37 -2.18 -0.58
C 5.50 -3.52 -0.69
C -4.59 4.22 -2.89
C 2.15 1.25 0.72
C 1.93 2.30 2.88
C -1.58 -1.28 0.62
C 3.95 3.25 -1.02
C 5.55 -2.61 0.37
C -3.11 -3.04 2.18
C -1.98 -0.90 1.93
C -5.37 2.85 -1.02
C 3.34 2.10 -1.55
C 6.10 2.36 -1.76
C 0.82 -2.31 -1.42
C 5.34 3.37 -1.16
C 2.18 -0.13 2.71
C -1.97 4.34 -3.24
C 1.88 -3.17 -1.67
C 0.96 -1.34 -0.39
C 3.22 -2.04 0.06
C 3.12 -3.01 -0.99
C 4.06 1.16 -2.32
C 4.46 -1.88 0.75
C 5.43 1.31 -2.42
C 2.21 -1.40 3.35
C -2.05 -2.46 0.06
C -4.07 2.47 -0.82
C 1.69 0.88 4.87
C 1.78 -0.36 5.48
C -3.85 -4.01 3.09
C 2.03 2.40 1.52
C -5.61 3.68 -2.12
C 2.19 -0.01 1.26
C -3.53 1.56 0.23
C 1.95 1.04 3.49
C -2.71 -1.80 2.73
C 2.11 -1.18 0.35
H 2.08 -2.48 5.17
H 4.52 -1.19 1.58
H 1.66 -0.45 6.54
H -5.13 -0.46 -0.16
H 6.47 -2.46 0.91
H -7.58 -0.66 -2.57
H -3.13 -4.32 0.47
H 5.86 4.30 -0.80
H -6.00 -2.50 0.41
H -4.71 4.90 -3.71
H 3.59 0.32 -2.78
H -2.94 -1.52 3.78
H 1.41 1.78 5.46
H -6.54 -0.37 -3.87
H -6.12 -2.92 -1.33
H -6.66 3.87 -2.32
H 1.77 -3.96 -2.40
H 4.25 -4.42 -2.23
H 2.42 -2.30 2.78
H 1.97 3.36 1.05
H -6.10 2.46 -0.31
H 5.99 0.57 -3.00
H 3.37 3.98 -0.48
H 1.80 3.15 3.55
H 8.02 3.02 -0.96
H 8.05 1.42 -1.65
H -3.87 -3.65 4.13
H -0.11 -2.36 -2.00
H -4.89 -4.16 2.79
H 6.36 -4.13 -0.94
H 7.99 2.81 -2.69
H -1.80 -2.76 -0.98
H -7.46 -2.09 -0.54
H -1.74 0.06 2.33
H -3.32 -4.96 3.03
*
```